# 1
{"formula": "C7H7ClNO2", "method": "ωB97M-V/def2-TZVPD", "e_tot_ha": -936.3284, "charge": -1, "fmax_ev_per_a": 5.3, "homo_lumo_gap_ev": 7.70, "smiles": "Cc1cc(C)n(Cl)c1C(=O)[O-]", "de_lowest_ev": 1.609, "species": ["C", "C", "C", "C", "C", "N", "Cl", "C", "C", "O", "O", "H", "H", "H", "H", "H", "H", "H"], "xyz": [[-0.6647, 2.6085, 0.0833], [-0.7559, 1.0480, 0.1358], [0.2268, -0.0462, 0.0025], [-0.4151, -1.2757, -0.0125], [0.1439, -2.6944, -0.2420], [-1.7622, -1.0818, -0.0326], [-2.9875, -2.3026, -0.0396], [-2.0272, 0.5644, 0.0614], [-3.4462, 1.2223, -0.0694], [-3.4208, 2.4478, 0.0000], [-4.4194, 0.4868, -0.1748], [0.0441, 2.9691, 0.7528], [-0.2318, 3.0459, -0.8265], [-1.6246, 3.0895, 0.1181], [1.2047, 0.2213, 0.0980], [1.1489, -2.6446, -0.3972], [-0.3220, -3.2593, 0.5910], [-0.2450, -2.9881, -1.1218]], "forces_ev_per_a": [[0.9, -1.3, -1.5], [-1.4, 0.2, -1.3], [-3.4, 0.6, 0.7], [0.6, 0.0, -0.9], [-2.8, 2.7, 3.6], [-1.4, 3.7, 0.3], [1.2, 0.8, 0.0], [0.3, -3.5, -0.2], [0.7, -0.9, 0.6], [0.0, 1.4, -0.1], [-0.6, -1.2, -0.3], [1.0, 0.6, 2.0], [0.0, -0.8, -0.6], [-0.4, -0.3, 0.7], [2.8, -0.2, 0.0], [3.0, -0.2, 0.5], [1.1, -0.4, -0.5], [-1.7, -1.4, -3.0]], "nbo_charge": [-0.650, -0.067, -0.380, 0.184, -0.634, -0.410, 0.150, 0.052, 0.742, -0.758, -0.743, 0.186, 0.189, 0.293, 0.201, 0.212, 0.221, 0.212]}



# 2
{"formula": "C5H13NO2", "method": "ωB97M-V/def2-TZVPD", "e_tot_ha": -403.4360, "charge": 0, "fmax_ev_per_a": 4.4, "homo_lumo_gap_ev": 10.05, "smiles": "OCCCNCCO", "de_lowest_ev": 3.827, "species": ["O", "C", "C", "C", "N", "C", "C", "O", "H", "H", "H", "H", "H", "H", "H", "H", "H", "H", "H", "H", "H"], "xyz": [[2.5840, -1.3607, -0.0819], [2.1536, -0.2244, 0.6243], [0.9642, -0.7128, 1.6798], [-0.3578, -1.1317, 0.9866], [-0.4705, -0.5749, -0.3494], [-1.1535, 0.7746, -0.2783], [-1.0784, 1.2582, -1.7137], [-2.1442, 2.0080, -2.1193], [1.7520, -1.7075, -0.5150], [1.6752, 0.3588, -0.0830], [3.0470, 0.2326, 1.2857], [1.0588, -0.0004, 2.5042], [1.4273, -1.6186, 2.1703], [-1.2481, -0.6898, 1.6973], [-0.2700, -2.2297, 0.7713], [-1.1252, -1.1430, -0.8792], [-0.7569, 1.4836, 0.4356], [-2.1769, 0.4876, 0.0028], [-1.1123, 0.4093, -2.5113], [-0.1201, 1.8406, -2.0735], [-2.6482, 2.5402, -1.5533]], "forces_ev_per_a": [[-0.6, -1.0, -0.7], [-0.1, -1.8, 4.0], [3.4, -0.4, -0.5], [-0.4, 0.8, 1.3], [-0.3, 1.4, 0.9], [0.4, -2.1, -1.7], [1.6, -0.1, -2.3], [-1.3, 0.3, -2.6], [1.4, 0.6, 0.5], [-0.5, 2.2, -1.0], [-2.0, -0.9, -1.9], [-1.3, 0.3, -0.2], [-0.5, 0.7, -0.6], [1.6, -1.9, -1.5], [-0.8, 0.8, 1.1], [0.2, 0.0, 0.0], [0.5, -0.2, 0.2], [-0.2, 0.9, -0.1], [0.3, 0.8, 1.9], [-1.2, -1.1, 1.5], [-0.4, 0.9, 1.8]], "nbo_charge": [-0.731, -0.046, -0.473, -0.242, -0.635, -0.275, -0.053, -0.742, 0.468, 0.172, 0.179, 0.210, 0.214, 0.172, 0.209, 0.361, 0.208, 0.184, 0.174, 0.168, 0.477]}



# 3
{"formula": "C31H52BrN3OP2W", "method": "ωB97M-V/def2-TZVPD", "e_tot_ha": -4774.0169, "charge": 4, "fmax_ev_per_a": 7.0, "homo_lumo_gap_ev": [2.40, 2.60], "multiplicity": 3, "species": ["N", "C", "C", "C", "C", "C", "C", "W", "P", "C", "C", "C", "C", "C", "C", "C", "Br", "H", "H", "H", "H", "H", "H", "H", "H", "H", "H", "P", "C", "C", "H", "H", "H", "H", "H", "C", "C", "H", "H", "H", "H", "H", "C", "C", "H", "H", "H", "H", "H", "C", "C", "H", "H", "H", "H", "H", "C", "C", "H", "H", "H", "H", "H", "C", "C", "H", "H", "H", "H", "H", "C", "N", "C", "C", "C", "N", "C", "C", "O", "H", "H", "H", "H", "H", "H", "H", "H", "H", "H", "H", "H"], "xyz": [[-6.7094, 5.3205, -5.9630], [-6.4147, 5.9291, -4.8185], [-5.6805, 5.3049, -3.8066], [-5.1662, 3.9997, -4.0176], [-5.4836, 3.3867, -5.2545], [-6.2841, 4.0806, -6.1769], [-4.3085, 3.3311, -3.0217], [0.9670, -0.5442, -0.7874], [6.5631, -1.1898, -0.2576], [-3.2458, 2.5298, -3.3342], [-2.3169, 1.9402, -2.3871], [-1.1663, 1.2702, -2.8940], [-0.2819, 0.6609, -1.9702], [-0.6147, 0.6747, -0.5523], [-1.6711, 1.4289, -0.0456], [-2.5423, 2.0201, -0.9913], [2.3167, -0.6195, 1.2137], [-4.5512, 3.5596, -1.9806], [-3.0341, 2.3755, -4.3924], [-5.5021, 5.8431, -2.8694], [-5.1515, 2.3709, -5.4875], [-6.7654, 6.9548, -4.6924], [-6.5706, 3.6151, -7.1223], [-1.0079, 1.2278, -3.9809], [-3.4398, 2.5580, -0.6692], [0.8046, 0.3159, -2.2870], [-1.7951, 1.5371, 1.0231], [-0.2902, -2.3470, -0.2152], [5.9954, 0.5552, -0.0602], [7.0765, 1.5292, -0.5279], [5.7605, 0.7145, 1.0010], [5.0737, 0.6913, -0.6404], [6.9020, 2.5207, -0.0979], [8.0756, 1.1956, -0.2238], [7.0627, 1.6310, -1.6183], [5.7029, -1.6309, -1.8337], [6.3989, -2.8009, -2.5308], [5.7103, -0.7397, -2.4776], [4.6561, -1.8792, -1.6055], [6.1251, -2.8180, -3.5917], [7.4899, -2.7100, -2.4602], [6.1007, -3.7602, -2.0908], [5.4693, -2.0440, 0.9499], [6.1526, -2.3626, 2.2723], [5.0818, -2.9556, 0.4737], [4.6046, -1.3846, 1.1262], [5.5629, -3.1117, 2.8102], [7.1609, -2.7637, 2.1255], [6.2194, -1.4717, 2.9051], [-0.1358, -3.6921, 0.9961], [-1.2424, -4.7548, 1.0018], [-0.0746, -3.2183, 1.9880], [0.8370, -4.1783, 0.8200], [-2.1902, -4.3495, 1.3740], [-1.4179, -5.1876, 0.0102], [-0.9500, -5.5751, 1.6712], [1.0222, -2.7680, -1.5287], [0.4825, -2.8361, -2.9616], [1.4245, -3.7237, -1.1427], [1.9284, -2.0484, -1.5154], [-0.0513, -3.7836, -3.1464], [-0.1854, -1.9908, -3.2090], [1.3465, -2.7763, -3.6423], [-1.9425, -2.4351, -0.9691], [-2.9893, -1.9292, 0.0264], [-2.1153, -3.4789, -1.2688], [-1.9886, -1.8134, -1.8800], [-3.7163, -1.3087, -0.5074], [-3.5463, -2.7507, 0.4907], [-2.5575, -1.3171, 0.8304], [-3.6258, 0.0454, 3.5058], [-2.5292, 0.6143, 4.2471], [-2.8260, 1.0964, 5.5657], [-1.5580, 1.4046, 6.3378], [-0.5813, 2.1254, 5.4319], [-0.2849, 1.2268, 4.3359], [0.9678, 1.3083, 3.6371], [-1.2577, 0.4626, 3.7443], [-1.0285, -0.2555, 2.7447], [-4.4336, 0.7889, 3.4338], [-4.0039, -0.8587, 4.0074], [-3.2703, -0.2139, 2.5036], [-3.4592, 1.9993, 5.5038], [-3.4128, 0.3141, 6.0693], [-1.0981, 0.4740, 6.7029], [-1.7914, 2.0243, 7.2065], [0.3564, 2.3878, 5.9314], [-1.0169, 3.0776, 5.0749], [0.8104, 1.5381, 2.5752], [1.5717, 2.0745, 4.1190], [1.4942, 0.3417, 3.7179]], "forces_ev_per_a": [[-0.1, 0.1, -0.1], [0.4, -0.2, 0.5], [-0.1, 0.1, 0.5], [0.4, -0.4, 0.1], [0.0, 0.0, -0.5], [0.6, -0.7, 0.5], [-1.6, 1.3, -0.4], [1.3, 1.5, 6.7], [-4.0, 0.8, -0.3], [1.3, -1.2, 0.4], [-1.0, 0.4, -1.8], [1.8, -1.1, 0.4], [-3.4, 1.9, -1.7], [2.7, -0.8, -1.3], [-1.6, 0.8, -1.2], [0.9, -0.5, 2.1], [-1.1, 0.4, -1.3], [0.2, 0.2, -0.3], [0.1, 0.0, 0.2], [0.0, -0.2, -0.4], [-0.1, 0.4, 0.1], [0.0, -0.3, 0.0], [0.1, 0.1, 0.3], [0.1, 0.2, 0.6], [0.5, -0.2, 0.2], [-1.3, 1.0, -2.1], [-0.2, -0.2, 0.1], [-1.4, -2.0, -0.7], [1.2, 0.4, 0.6], [0.1, 0.5, -0.2], [0.2, -0.1, -0.2], [0.1, -0.4, 0.0], [0.1, -0.2, -0.1], [-0.2, 0.2, 0.0], [0.1, 0.0, 0.2], [1.2, 0.0, -0.7], [-0.1, -0.4, -0.4], [0.1, -0.2, 0.2], [0.2, 0.2, 0.4], [0.1, -0.1, 0.2], [-0.3, -0.1, -0.2], [0.2, 0.2, -0.1], [0.7, -0.9, 0.4], [0.0, -0.2, 0.5], [0.3, 0.1, 0.0], [0.7, 0.0, -0.4], [0.2, 0.1, 0.0], [-0.2, 0.0, 0.1], [0.1, -0.2, -0.1], [0.6, -0.1, 1.4], [-0.5, 0.1, -0.3], [0.0, 0.0, -0.2], [-0.2, 0.4, 0.0], [0.3, -0.1, -0.1], [0.1, 0.0, 0.2], [0.1, 0.3, -0.1], [-0.5, -0.3, -0.6], [0.5, 0.0, -0.7], [0.1, 0.6, -0.3], [0.1, -1.4, -0.5], [0.2, 0.4, 0.1], [0.2, -0.5, 0.1], [-0.4, -0.2, 0.0], [0.0, 0.2, -0.5], [-0.5, 0.1, 0.5], [0.1, 0.2, 0.1], [0.3, -0.3, 0.3], [0.1, -0.1, 0.1], [0.2, 0.2, -0.1], [-0.1, -0.1, -0.1], [-0.3, -0.2, -0.1], [1.2, -0.4, -1.2], [-0.5, 0.4, 0.8], [0.1, 0.0, 0.5], [-0.2, 0.4, 0.2], [-0.2, -0.6, -0.9], [0.3, -0.4, 0.3], [-0.8, 0.7, 0.6], [0.4, 0.2, -0.3], [0.1, -0.3, 0.1], [-0.1, 0.2, -0.2], [-0.2, 0.0, 0.3], [0.1, -0.3, 0.0], [0.1, 0.3, 0.1], [-0.1, 0.3, -0.1], [0.0, -0.1, -0.1], [-0.2, -0.2, 0.0], [0.1, -0.3, 0.0], [0.1, 0.1, 0.1], [0.1, 0.0, -0.2], [0.0, 0.3, -0.1]], "mulliken_spin": [0.017, -0.005, 0.009, 0.011, 0.009, -0.004, 0.005, 0.848, 0.669, 0.026, -0.012, 0.025, -0.050, 0.000, 0.015, 0.001, -0.001, -0.001, -0.001, 0.000, 0.000, 0.000, 0.000, 0.008, -0.001, 0.060, 0.007, 0.007, 0.070, 0.008, -0.004, 0.037, 0.000, -0.002, 0.000, 0.066, 0.012, -0.010, 0.044, 0.001, -0.003, 0.000, 0.086, 0.013, -0.009, 0.028, 0.000, -0.002, 0.000, 0.003, 0.000, 0.001, -0.001, 0.000, 0.000, 0.000, -0.086, 0.003, 0.000, 0.104, 0.000, 0.001, 0.004, -0.005, 0.001, 0.001, -0.002, 0.001, 0.000, -0.001, -0.001, -0.004, 0.000, 0.000, 0.000, -0.009, 0.002, 0.002, 0.008, 0.000, 0.000, 0.000, 0.000, 0.000, 0.000, 0.000, 0.000, -0.001, -0.002, 0.000, 0.001]}